# 1
DFT (ωB97M-V with the def2-TZVPD basis set) results for a structure of composition C22H45N2P3Se2Yb at a distorted geometry.

Values from the calculation:
**Charge**: +3
**Multiplicity**: 2
**HOMO energy (alpha / beta)**: -15.9246 / -15.9054 eV
**E_LUMO (alpha / beta)**: -8.478 / -12.050 eV

```
75
Properties=species:S:1:pos:R:3:mulliken_charge:R:1
H 2.090 -2.194 1.915 0.414
P -2.537 0.227 0.325 1.045
C -3.527 3.413 3.677 -0.443
H 5.324 -2.930 -4.756 0.450
H 2.283 2.428 -1.337 0.403
H 6.955 -1.514 -0.315 0.294
H 1.854 1.152 -2.536 0.275
C -1.985 4.739 2.224 -0.863
C 3.152 -2.981 -5.129 -0.634
H -3.369 0.070 2.601 -0.021
H -1.573 3.969 -1.168 0.351
C -0.493 3.813 -1.293 -1.268
H -3.217 2.499 0.821 -0.231
N -2.279 3.646 3.129 0.274
C -1.383 2.706 3.586 -0.201
C 1.372 -2.848 1.388 -1.026
H -2.130 1.625 -2.811 0.368
C -1.040 1.644 -2.987 -1.217
C -3.414 1.809 -0.008 -0.686
H -1.700 0.835 6.166 0.359
H -4.500 1.657 -0.086 0.504
C 4.309 -2.765 -4.365 -0.253
H -0.804 2.439 -3.722 0.476
C -3.051 -0.786 -1.128 -1.171
H -2.621 -0.378 -2.056 0.207
H 2.836 -1.551 -1.490 0.434
H -0.852 -3.564 -0.418 0.069
P -0.125 2.014 -1.419 0.517
H -0.159 4.343 -2.200 0.499
H -0.582 0.520 4.830 0.323
H 7.970 -1.647 -3.397 0.257
C 1.792 -2.290 -3.258 0.731
C 1.893 -2.696 -4.601 -0.623
C -3.433 2.312 4.454 -0.567
H 0.987 -2.834 -5.198 0.419
H -0.762 -3.828 3.250 0.505
H 7.391 -3.050 -2.426 0.307
Yb 0.116 0.909 1.307 0.707
H -4.597 -0.539 1.455 0.499
H -3.164 -1.536 1.870 0.208
C 2.920 -1.988 -2.484 -0.093
Se 0.431 2.653 3.332 -0.212
H 1.624 -2.896 0.313 0.203
C 7.332 -1.184 -1.295 -0.432
H -2.561 4.657 1.294 0.363
H 0.509 -1.046 -1.809 0.067
H -3.046 2.281 -0.931 0.254
H -1.180 -4.454 1.107 0.490
H -0.015 -2.356 3.948 0.412
C -3.522 -0.515 1.686 -0.813
H 1.384 -3.861 1.829 0.411
H 3.236 -3.384 -6.132 0.432
C -1.242 -3.466 0.613 -1.080
H -4.375 4.065 3.524 0.494
C 4.146 -2.324 -3.049 -0.393
H 7.628 -0.134 -1.292 0.236
N -2.128 1.868 4.377 0.315
H 0.024 4.237 -0.419 0.329
H 1.528 2.886 -2.917 0.436
P -0.317 -2.150 1.544 0.608
Se 0.029 -2.273 -2.525 0.235
H 5.005 -2.223 -2.412 0.062
H -2.251 5.701 2.675 0.372
H -0.725 0.660 -3.386 0.221
C 7.544 -1.959 -2.408 -0.565
C -1.626 0.699 5.082 -0.949
H -4.152 -0.793 -1.205 0.437
H -2.208 -0.195 4.827 0.361
C 1.566 2.129 -2.119 -1.087
H -4.180 1.855 5.082 0.496
H -2.300 -3.173 0.555 0.333
H -1.740 -2.356 3.534 0.292
H -2.686 -1.821 -1.050 0.209
H -0.923 4.750 1.983 0.245
C -0.754 -2.729 3.230 -1.382
```


# 2
DFT (ωB97M-V with the def2-TZVPD basis set) results for a structure of composition C22H46AlF3O18S6 at a distorted geometry.

Values from the calculation:
**Charge**: +2
**HOMO energy**: -14.4323 eV
**E_LUMO**: -12.325 eV

```
96
Properties=species:S:1:pos:R:3:mulliken_charge:R:1
H 29.688 -24.272 -31.925 0.246
H 28.310 -32.199 -37.360 0.451
C 28.481 -31.802 -36.363 -0.765
O 31.642 -34.486 -30.172 -0.725
H 31.299 -33.387 -33.552 -0.389
H 31.709 -34.901 -37.388 0.429
C 29.924 -34.565 -36.244 -0.426
C 31.698 -36.793 -31.785 -0.144
H 26.202 -24.946 -34.421 0.379
H 31.114 -26.446 -31.763 0.147
H 26.400 -31.387 -24.609 0.324
H 32.685 -36.434 -32.106 0.267
H 31.266 -24.212 -31.194 0.409
C 31.424 -34.442 -36.443 -1.008
C 30.751 -24.398 -32.139 -0.498
C 26.372 -25.500 -33.501 -1.266
O 31.007 -30.923 -31.095 -0.220
H 32.519 -32.812 -32.331 0.059
O 31.083 -23.034 -35.483 -0.597
H 34.225 -29.786 -31.665 0.447
H 29.208 -21.032 -34.932 0.358
H 28.563 -21.646 -33.489 0.308
H 26.872 -27.110 -34.773 0.354
O 27.176 -34.073 -35.626 -0.658
O 29.540 -33.913 -35.009 -0.363
H 26.928 -24.883 -32.791 0.179
O 29.578 -33.774 -31.469 -0.466
H 29.385 -31.522 -25.135 0.346
H 34.920 -32.743 -28.637 0.455
H 25.401 -25.613 -33.017 0.426
H 30.710 -26.156 -33.479 0.261
H 28.208 -26.675 -33.783 0.123
S 28.121 -33.112 -35.112 1.107
C 31.928 -33.644 -32.706 -0.032
C 34.389 -31.237 -30.057 0.147
H 38.155 -30.316 -30.120 0.421
O 27.849 -32.524 -33.815 -0.358
O 29.794 -33.474 -27.035 -0.635
S 30.043 -29.987 -31.714 0.516
S 30.909 -34.333 -31.403 1.175
O 28.163 -31.692 -26.806 -0.237
O 29.170 -24.160 -34.309 -0.457
H 29.660 -35.608 -36.043 0.273
S 26.046 -29.178 -33.321 1.196
H 30.498 -30.495 -26.675 0.484
S 30.196 -23.139 -34.353 1.023
F 31.678 -29.226 -33.639 -0.143
H 30.414 -38.421 -32.574 0.332
H 29.544 -31.601 -36.254 0.228
H 29.386 -34.298 -37.151 0.520
H 31.763 -37.042 -30.728 0.337
H 31.667 -33.386 -36.613 0.272
O 26.737 -27.807 -32.815 -0.240
C 30.544 -29.875 -33.519 0.403
C 28.375 -31.244 -25.454 -0.208
C 27.318 -31.972 -24.628 -1.309
C 35.256 -31.906 -29.233 -0.589
H 27.896 -30.909 -36.158 0.226
C 36.248 -29.969 -31.045 -0.666
C 31.395 -37.965 -32.704 -1.260
H 23.894 -28.354 -32.470 0.384
F 29.566 -29.263 -34.164 -0.118
S 29.331 -32.293 -27.716 0.875
H 32.141 -38.757 -32.633 0.397
H 28.354 -30.179 -25.217 0.342
O 26.132 -30.191 -32.309 -0.550
H 36.597 -29.227 -31.748 0.442
C 36.630 -31.596 -29.292 -0.284
H 24.269 -27.600 -33.904 0.349
C 29.517 -21.496 -33.998 -0.925
H 31.994 -34.781 -35.582 0.168
O 30.691 -35.818 -32.083 -0.147
H 31.563 -31.367 -27.776 0.205
C 37.108 -30.587 -30.169 -0.332
H 30.229 -20.979 -33.368 0.344
O 30.165 -28.648 -31.181 -0.400
C 27.125 -26.793 -33.756 0.046
H 32.295 -25.693 -32.783 0.357
C 30.562 -30.957 -27.656 -0.649
C 34.897 -30.288 -30.977 -0.007
O 28.693 -30.532 -31.664 0.182
C 24.352 -28.581 -33.436 -1.170
H 27.585 -32.043 -23.563 0.394
C 31.219 -25.759 -32.604 -0.587
O 28.827 -32.370 -29.059 -0.515
Al 26.931 -32.789 -31.117 1.152
H 33.355 -31.517 -29.892 0.358
H 32.616 -34.453 -32.950 0.489
H 31.436 -37.629 -33.743 0.247
H 30.344 -30.250 -28.450 0.103
F 30.660 -31.103 -34.009 -0.247
O 31.116 -23.318 -33.008 -0.391
O 26.568 -29.492 -34.640 -0.634
H 23.752 -29.325 -33.954 0.388
H 27.193 -33.040 -24.794 0.346
H 37.280 -32.138 -28.618 0.418
```


# 3
DFT (ωB97M-V with the def2-TZVPD basis set) results for a structure of composition C22H46AlF9NOS2 at a distorted geometry.

Values from the calculation:
**Charge**: -1
**HOMO energy**: -4.2270 eV
**E_LUMO**: 2.094 eV

```
82
Properties=species:S:1:pos:R:3:mulliken_charge:R:1
C 1.499 -1.258 4.818 -0.831
C -3.100 3.521 -2.438 -1.058
H 8.380 3.096 4.017 0.282
H 1.353 -3.261 -1.550 0.305
H -0.289 -1.761 0.466 0.302
C -0.211 -1.924 -2.164 -0.767
H -6.708 -0.800 -3.021 0.349
C -5.535 0.803 -2.243 -0.965
H 0.394 3.605 -0.091 0.263
H 3.408 0.394 5.095 0.342
C -1.315 -2.954 -2.230 0.825
C -4.092 1.188 -1.931 0.392
H 0.906 3.179 -1.738 0.441
H 1.472 0.904 -0.938 0.051
H 1.709 -1.566 -1.340 0.709
H -1.076 1.401 -1.410 -0.625
C -1.566 3.276 -2.342 -0.852
C 0.557 0.995 0.994 -0.209
O 6.798 0.802 4.278 -0.603
Al 1.782 -0.256 2.065 -0.696
C 1.240 1.669 -0.192 -0.533
C -4.000 2.670 -1.545 -1.095
H 0.058 -0.497 3.664 0.242
F -0.037 -3.656 -4.487 -0.296
H 4.681 -0.733 5.640 0.369
F -0.874 -4.226 -2.075 -0.327
H 0.236 -3.411 0.474 0.543
F -2.979 -3.853 -5.663 -0.321
S -1.514 -3.750 -5.040 1.413
C 0.924 -2.312 -1.236 -1.016
H -1.093 4.256 -2.288 0.417
H 2.676 -2.066 0.468 0.455
H -5.607 -2.561 -1.427 0.308
C 2.951 -1.689 4.727 -0.387
H -1.196 2.823 -3.258 0.446
H 1.402 -0.811 5.820 0.392
H -3.337 4.566 -2.253 0.431
H 7.533 4.148 5.196 0.351
F -3.430 -3.362 -3.283 -0.322
N 1.034 -0.267 3.824 -0.292
H -0.643 -0.974 -1.865 -0.066
H -6.178 1.094 -1.411 0.359
C 3.944 -0.522 4.869 -1.082
C 5.648 3.000 3.377 -0.694
H -5.007 3.080 -1.643 0.588
C -2.194 -2.845 -3.517 0.597
C -5.750 -0.680 -2.516 -0.173
H 0.852 -2.140 4.838 0.321
H -4.995 -1.023 -3.220 0.067
H 4.730 2.489 3.085 0.122
H 6.361 2.978 2.553 0.306
H 3.242 0.448 2.106 -0.273
H -4.957 -1.162 -0.572 0.289
H -3.402 3.320 -3.467 0.250
H -5.866 1.380 -3.108 0.348
H -3.741 2.775 -0.498 0.380
H -0.369 0.510 0.679 0.000
C 0.572 -2.394 0.262 -0.647
C 7.814 3.124 4.949 -1.020
H -3.441 0.953 -2.770 0.042
H 4.510 -0.416 3.955 0.258
F -2.336 -1.516 -3.813 -0.327
F -0.955 -4.543 -6.292 -0.304
H -6.704 -1.362 -0.721 0.392
H 8.411 2.703 5.755 0.340
H 0.196 -1.764 -3.161 0.553
H 1.962 -2.899 1.815 0.405
S 6.330 2.114 4.781 0.597
C 1.800 -2.070 1.125 -1.009
H 0.264 1.771 1.714 0.615
F -2.212 -2.730 -1.213 -0.305
C -1.056 2.457 -1.151 0.860
C -5.752 -1.505 -1.226 -1.215
H -3.764 0.589 -1.083 0.122
F -1.294 -2.392 -5.839 -0.309
H 3.117 -2.363 5.572 0.437
H -1.620 2.649 -0.249 0.338
H 2.165 2.120 0.162 0.336
C 0.423 2.806 -0.834 -1.144
F -1.728 -5.129 -4.301 -0.296
H 3.162 -2.282 3.840 0.144
H 5.425 4.028 3.669 0.364
```


| no. | calculated total energy (Eh) |
| --- | --- |
| 1 | -7959.4194 |
| 2 | -5150.4662 |
| 3 | -2933.4181 |